Entry 1:
{
  "formula": "C53H81F6N4O27S2Sr",
  "method": "ωB97M-V/def2-TZVPD",
  "elements": ["Sr", "C", "F", "F", "F", "S", "O", "O", "N", "S", "O", "O", "C", "F", "F", "F", "C", "O", "C", "C", "N", "C", "C", "O", "C", "H", "H", "H", "H", "H", "H", "H", "H", "H", "H", "H", "H", "H", "H", "H", "C", "O", "C", "C", "N", "C", "C", "O", "C", "H", "H", "H", "H", "H", "H", "H", "H", "H", "H", "H", "H", "H", "H", "H", "C", "O", "C", "C", "N", "C", "C", "O", "C", "H", "H", "H", "H", "H", "H", "H", "H", "H", "H", "H", "H", "H", "H", "H", "C", "C", "C", "C", "C", "C", "O", "O", "H", "H", "H", "H", "H", "H", "C", "C", "C", "C", "C", "C", "O", "O", "H", "H", "H", "H", "H", "H", "C", "C", "C", "C", "C", "C", "O", "O", "H", "H", "H", "H", "H", "H", "C", "C", "C", "C", "C", "C", "O", "O", "H", "H", "H", "H", "H", "H", "C", "C", "O", "C", "O", "O", "H", "H", "H", "H", "C", "C", "O", "C", "O", "O", "H", "H", "H", "H", "C", "C", "O", "C", "O", "O", "H", "H", "H", "H"],
  "xyz": [[-2.69427, 21.85057, -1.38294], [0.73332, 21.07466, 1.48670], [1.12572, 20.63884, 0.34650], [0.28501, 20.03146, 2.10683], [1.67330, 21.63784, 2.18142], [-0.63024, 22.47613, 1.17927], [-0.46445, 23.43890, 2.25712], [-0.37526, 23.03500, -0.17767], [-2.12057, 21.60085, 1.02099], [-2.66989, 21.57435, 2.50520], [-1.73683, 21.31387, 3.63633], [-3.69515, 22.55669, 2.78532], [-3.63701, 19.85903, 2.49321], [-3.95413, 19.43726, 3.75094], [-4.81931, 19.93070, 1.88405], [-2.88255, 18.94680, 1.93113], [-5.69747, 22.48773, -3.17726], [-4.67080, 23.07135, -2.34175], [-4.99734, 24.43421, -1.94108], [-4.17513, 24.83396, -0.66038], [-2.73350, 24.68037, -0.83519], [-2.10492, 25.68815, -1.67143], [-1.67629, 26.85397, -0.69675], [-0.90520, 26.38918, 0.34028], [0.43248, 26.50034, -0.00502], [-5.43346, 21.44999, -3.38095], [-5.75909, 23.04848, -4.10993], [-6.74363, 22.48771, -2.87122], [-6.06120, 24.64063, -1.82406], [-4.71420, 25.04859, -2.79575], [-4.55203, 24.21625, 0.15477], [-4.39656, 25.85214, -0.34043], [-2.29552, 24.95175, 0.03351], [-2.67074, 26.09758, -2.50828], [-1.22482, 25.44182, -2.26545], [-2.60647, 27.31695, -0.36732], [-1.27093, 27.73719, -1.19041], [1.09550, 26.31837, 0.84079], [0.70732, 27.48285, -0.38870], [0.69145, 25.71768, -0.71810], [4.27669, 20.25248, 4.36882], [5.14857, 21.41536, 4.33300], [6.39522, 21.13876, 5.05842], [7.16077, 22.47503, 5.10899], [7.35747, 23.19278, 3.80524], [8.14343, 24.46919, 3.83679], [8.10478, 25.04857, 2.42029], [8.91382, 24.24494, 1.56273], [10.34844, 24.31034, 1.84835], [4.68232, 19.38842, 3.84256], [3.30790, 20.52498, 3.95016], [4.23999, 19.78154, 5.35116], [7.04340, 20.37834, 4.62285], [6.15892, 20.92672, 6.10115], [8.16868, 22.23674, 5.44873], [6.75249, 23.16952, 5.84322], [6.40365, 23.37716, 3.52894], [9.17039, 24.20222, 4.08616], [7.70880, 25.17320, 4.54642], [8.39658, 26.09350, 2.52559], [7.04147, 25.01744, 2.18262], [10.70756, 23.76429, 2.72067], [10.67992, 25.33037, 2.04262], [11.02093, 23.93423, 1.07737], [0.56776, 20.72070, -2.83041], [-0.61698, 20.27075, -2.29493], [-0.99498, 18.99360, -2.83441], [-2.27420, 18.55318, -2.16587], [-3.41835, 19.50496, -2.21767], [-4.40596, 19.00132, -1.28862], [-5.70440, 19.93249, -1.09704], [-5.32891, 21.19291, -0.46499], [-6.44858, 21.92339, 0.02121], [1.01406, 21.55842, -2.29455], [0.36215, 21.00710, -3.86182], [1.28028, 19.89630, -2.85796], [-0.21749, 18.23409, -2.75232], [-1.40599, 19.07399, -3.84074], [-2.01803, 18.47417, -1.10934], [-2.32322, 17.51867, -2.50569], [-3.89914, 19.51151, -3.10587], [-3.92835, 18.89121, -0.31505], [-4.84083, 18.02080, -1.48252], [-6.31188, 19.34598, -0.40778], [-6.30979, 19.95400, -2.00320], [-7.08360, 21.37855, 0.71978], [-7.13704, 22.41924, -0.66308], [-5.86920, 22.68969, 0.53616], [-7.85926, 20.96625, 5.58595], [-8.36955, 22.07414, 6.26155], [-8.68798, 23.30838, 5.54591], [-8.40007, 23.43425, 4.19092], [-7.81125, 22.36467, 3.53811], [-7.67134, 21.13743, 4.18388], [-7.32952, 20.11244, 3.35742], [-9.28577, 24.27777, 6.16287], [-7.74543, 20.04419, 6.13663], [-8.75215, 21.99031, 7.26804], [-8.73081, 24.35766, 3.73889], [-7.62110, 22.44581, 2.47808], [-6.82602, 19.41027, 3.77579], [-9.65852, 25.00350, 5.65694], [-0.29202, 19.72792, 8.41103], [-0.48180, 20.56462, 7.31977], [0.58786, 21.18500, 6.74814], [1.87870, 20.98952, 7.30084], [2.13151, 20.06756, 8.34386], [1.03068, 19.40984, 8.86139], [1.33803, 18.43848, 9.90805], [0.44379, 21.93447, 5.65076], [-1.12271, 19.17286, 8.82124], [-1.51163, 20.81047, 7.10667], [2.59898, 21.55466, 6.72793], [3.14584, 19.94060, 8.69229], [0.55049, 18.13902, 10.36817], [-0.41973, 21.93425, 5.23132], [2.43986, 24.75328, 2.97535], [2.02407, 24.30237, 4.24692], [2.78954, 24.41411, 5.37739], [4.02961, 25.07452, 5.29700], [4.47669, 25.57772, 4.03469], [3.72192, 25.33460, 2.92133], [4.11083, 25.80840, 1.67050], [2.26727, 24.02268, 6.56359], [1.96549, 24.63006, 2.01296], [1.09672, 23.75725, 4.34302], [4.47195, 25.32361, 6.25026], [5.34266, 26.22015, 3.97315], [4.40790, 26.71909, 1.60732], [1.50058, 23.52400, 6.27188], [-7.43250, 15.96685, 4.56392], [-7.72610, 14.83973, 3.89848], [-6.95420, 14.27372, 2.91232], [-5.73472, 14.86177, 2.66315], [-5.36718, 16.05229, 3.34188], [-6.23722, 16.61699, 4.28099], [-5.89434, 17.78789, 4.90258], [-7.30011, 13.09641, 2.34750], [-8.22607, 16.28734, 5.22265], [-8.67742, 14.36118, 4.07834], [-4.97490, 14.34644, 2.09436], [-4.40577, 16.49444, 3.12603], [-5.01796, 18.12914, 4.70994], [-8.05941, 12.61475, 2.68376], [-0.55285, 17.41117, 4.03731], [0.21468, 17.08882, 5.31349], [-0.88725, 16.92152, 6.19477], [-1.85272, 17.64495, 5.81036], [-2.87644, 17.87470, 6.51747], [-1.63252, 18.08701, 4.61748], [-0.90062, 16.58568, 3.41624], [-0.02726, 18.11424, 3.39114], [1.05940, 17.70781, 5.61581], [0.58992, 16.07550, 5.17045], [5.15067, 22.00186, 1.05186], [4.60231, 22.90023, -0.00824], [4.35539, 22.05169, -1.15614], [4.36364, 20.82476, -0.77167], [4.16276, 19.82192, -1.48459], [4.84787, 20.74244, 0.53133], [4.63070, 22.04114, 2.00904], [6.20774, 22.16652, 1.26070], [5.43758, 23.56875, -0.21682], [3.68665, 23.47410, 0.13433], [-4.04930, 26.28251, 4.52955], [-3.02699, 25.95798, 3.44386], [-3.77465, 25.50506, 2.35322], [-5.08023, 25.69547, 2.64377], [-6.04598, 25.31009, 1.93046], [-5.28293, 26.17417, 3.87880], [-3.92603, 27.26468, 4.98588], [-4.01266, 25.57780, 5.36030], [-2.20572, 25.27524, 3.66178], [-2.43720, 26.83320, 3.17142]],
  "e_homo_ev": -8.71,
  "total_charge": 1,
  "gap_ev": 6.02
}



Entry 2:
{
  "formula": "C11H16N4",
  "method": "ωB97M-V/def2-TZVPD",
  "elements": ["C", "C", "C", "C", "C", "C", "C", "C", "C", "C", "C", "N", "N", "N", "N", "H", "H", "H", "H", "H", "H", "H", "H", "H", "H", "H", "H", "H", "H", "H", "H"],
  "xyz": [[-0.12456, -0.06177, -3.36411], [0.46814, -1.13136, -2.69928], [-0.20422, 1.07016, -1.27660], [1.47793, 0.79443, 2.48347], [-0.36202, 1.10477, -2.65868], [0.73280, -1.03745, -1.30158], [-0.36122, -0.05757, 1.83027], [-1.08082, 2.10411, -3.44534], [1.41118, -2.14360, -0.57754], [-1.67122, -0.81187, 1.52841], [-0.04184, 0.42742, 4.32165], [1.66551, 0.52241, 1.23631], [0.23672, 0.39377, 2.91693], [0.35326, 0.03457, -0.65672], [0.53524, 0.05452, 0.80344], [-0.28099, -0.13829, -4.45228], [0.73763, -2.03039, -3.16890], [-0.37315, 1.88039, -0.61286], [2.19910, 1.00407, 3.36896], [-1.20099, 3.04675, -2.90787], [-0.53176, 2.33090, -4.43129], [-2.05583, 1.60846, -3.72690], [1.26482, -3.16412, -1.04696], [2.44370, -1.83852, -0.73623], [1.30927, -2.28364, 0.46444], [-2.45152, -0.78265, 2.26621], [-2.23939, -0.37025, 0.63367], [-1.35814, -1.78539, 1.15414], [0.53073, 1.25059, 4.83331], [-1.19465, 0.57587, 4.43714], [0.16628, -0.56630, 4.78477]],
  "s2": 2.01,
  "e_above_lowest_kcal_mol": 41.7,
  "e_homo_ev": [-13.68, -17.85],
  "total_charge": 2,
  "gap_ev": [6.64, 6.81],
  "spin_multiplicity": 3
}